# 1
{"formula": "C31H27ClN8O4RuS", "method": "wB97M-V/def2-TZVPD", "homo_ev": [-10.696, -10.681], "lumo_ev": [-3.5, -3.5], "s2": 0.762, "energy_ev": -78630.7009, "max_force_ev_per_a": 2.33, "total_charge": 1, "relative_energy_ev": 0.000, "multiplicity": 2, "symbols": ["Ru", "C", "C", "N", "N", "C", "S", "N", "N", "H", "H", "H", "H", "H", "H", "C", "C", "C", "C", "N", "C", "C", "C", "C", "C", "C", "N", "H", "H", "H", "H", "H", "H", "H", "H", "O", "C", "O", "C", "C", "Cl", "N", "N", "C", "C", "O", "O", "C", "C", "C", "C", "C", "C", "H", "H", "H", "H", "H", "H", "C", "C", "C", "C", "C", "C", "C", "H", "H", "H", "H", "H", "H", "H"], "xyz": [[0.691, -0.091, -0.136], [-0.028, 1.870, 5.186], [0.384, 0.517, 4.744], [0.386, -0.560, 5.463], [0.812, -1.541, 4.604], [1.054, -1.109, 3.365], [1.569, -1.909, 1.981], [0.790, 0.218, 3.459], [0.893, 1.041, 2.349], [-0.341, 1.814, 6.225], [-0.865, 2.241, 4.591], [0.797, 2.579, 5.104], [0.905, -2.488, 4.926], [0.238, 1.810, 2.410], [1.835, 1.405, 2.252], [4.660, 1.450, 0.294], [5.448, 0.312, 0.268], [4.880, -0.879, -0.139], [3.540, -0.897, -0.484], [2.751, 0.186, -0.401], [3.321, 1.350, -0.034], [2.858, -2.097, -0.983], [3.522, -3.169, -1.558], [2.786, -4.261, -1.980], [1.409, -4.246, -1.821], [0.822, -3.127, -1.265], [1.529, -2.065, -0.863], [5.067, 2.411, 0.575], [6.492, 0.353, 0.550], [5.462, -1.788, -0.167], [2.667, 2.207, -0.023], [4.595, -3.144, -1.685], [3.281, -5.113, -2.425], [0.795, -5.080, -2.130], [-0.251, -3.068, -1.137], [-2.781, 4.624, -1.016], [-3.589, 3.578, -0.943], [-4.756, 3.646, -1.218], [-2.981, 2.277, -0.510], [-3.674, 1.096, -0.327], [-5.326, 0.826, -0.571], [-2.798, 0.122, 0.048], [-1.541, 0.638, 0.074], [-1.657, 1.911, -0.252], [-0.384, 2.667, -0.247], [-0.364, 3.882, -0.346], [0.670, 1.932, -0.078], [-3.017, -1.240, 0.480], [-4.245, -1.703, 0.936], [-4.346, -3.012, 1.388], [-3.241, -3.849, 1.416], [-2.018, -3.370, 0.973], [-1.916, -2.073, 0.496], [-1.856, 4.405, -0.746], [-5.114, -1.073, 0.958], [-5.305, -3.368, 1.739], [-3.331, -4.861, 1.788], [-1.133, -3.993, 1.010], [-0.976, -1.678, 0.148], [0.532, -0.114, -2.271], [-0.207, 1.032, -2.840], [0.429, 2.227, -3.164], [-0.256, 3.261, -3.775], [-1.603, 3.125, -4.091], [-2.250, 1.939, -3.773], [-1.560, 0.913, -3.151], [1.598, -0.108, -2.453], [0.025, -1.062, -2.387], [1.479, 2.355, -2.922], [0.270, 4.180, -4.002], [-2.144, 3.935, -4.562], [-3.299, 1.806, -4.008], [-2.085, -0.008, -2.910]]}

---

# 2
{"formula": "C39H41FIN3O3", "method": "wB97M-V/def2-TZVPD", "homo_ev": -8.663, "lumo_ev": -0.5, "smiles": "CC(=O)N(C(C)=O)[C@@](C#N)(Cc1cccc(C)c1)[C@@](C#N)(CC(=O)I)C[C@H](C)F.c1ccccc1.c1ccccc1.c1ccccc1", "energy_ev": -62528.7480, "max_force_ev_per_a": 6.56, "total_charge": 0, "symbols": ["C", "C", "O", "N", "C", "C", "O", "C", "C", "N", "C", "C", "C", "C", "C", "C", "C", "C", "C", "C", "N", "C", "C", "O", "I", "C", "C", "C", "F", "H", "H", "H", "H", "H", "H", "H", "H", "H", "H", "H", "H", "H", "H", "H", "H", "H", "H", "H", "H", "H", "H", "H", "C", "C", "C", "C", "C", "C", "H", "H", "H", "H", "H", "H", "C", "C", "C", "C", "C", "C", "H", "H", "H", "H", "H", "H", "C", "C", "C", "C", "C", "C", "H", "H", "H", "H", "H", "H"], "xyz": [[-1.327, -5.333, 2.701], [-1.419, -4.057, 3.723], [-1.888, -4.402, 4.867], [-0.917, -2.713, 3.376], [-0.034, -2.314, 4.494], [-0.466, -1.844, 5.966], [1.226, -2.416, 4.297], [-1.923, -1.714, 2.956], [-3.227, -1.756, 3.952], [-4.142, -1.873, 4.735], [-1.408, -0.178, 3.122], [-0.095, 0.220, 2.307], [0.147, 1.788, 2.131], [1.367, 2.359, 1.326], [2.423, 1.401, 0.681], [2.202, -0.137, 0.845], [3.267, -1.157, 0.154], [0.980, -0.693, 1.657], [-2.559, -2.029, 1.489], [-1.415, -2.784, 0.604], [-0.478, -3.296, 0.032], [-3.810, -3.044, 1.505], [-4.094, -3.740, 0.051], [-3.600, -4.894, -0.174], [-5.303, -2.884, -1.535], [-2.957, -0.767, 0.590], [-4.366, -0.073, 0.859], [-4.404, 1.265, -0.081], [-4.625, 0.378, 2.204], [-2.350, -5.656, 2.306], [-0.916, -6.193, 3.345], [-0.546, -5.117, 1.889], [-1.611, -1.928, 6.148], [-0.143, -0.781, 6.242], [0.010, -2.539, 6.767], [-1.214, 0.108, 4.234], [-2.222, 0.592, 2.809], [-0.603, 2.527, 2.598], [1.486, 3.488, 1.195], [3.316, 1.803, 0.069], [4.207, -0.623, -0.228], [3.474, -2.084, 0.796], [2.720, -1.546, -0.798], [0.891, -1.824, 1.770], [-3.672, -3.957, 2.210], [-4.804, -2.565, 1.874], [-3.015, -1.171, -0.502], [-2.164, 0.072, 0.527], [-5.289, -0.686, 0.530], [-4.154, 0.978, -1.178], [-3.621, 2.019, 0.331], [-5.419, 1.796, -0.017], [4.121, 5.019, -0.010], [4.783, 4.213, 0.911], [6.174, 4.167, 0.923], [6.903, 4.936, 0.021], [6.241, 5.746, -0.898], [4.850, 5.785, -0.916], [3.036, 5.052, -0.022], [4.214, 3.618, 1.619], [6.690, 3.533, 1.637], [7.988, 4.905, 0.034], [6.810, 6.347, -1.600], [4.334, 6.412, -1.636], [3.415, -2.291, -5.915], [3.276, -3.674, -5.828], [2.405, -4.229, -4.894], [1.668, -3.400, -4.056], [1.802, -2.019, -4.145], [2.679, -1.463, -5.071], [4.096, -1.858, -6.641], [3.847, -4.319, -6.488], [2.302, -5.307, -4.821], [0.984, -3.830, -3.331], [1.222, -1.376, -3.490], [2.788, -0.385, -5.137], [-2.146, 2.364, -3.162], [-2.958, 2.695, -4.242], [-3.162, 4.030, -4.577], [-2.544, 5.035, -3.837], [-1.729, 4.703, -2.759], [-1.533, 3.368, -2.418], [-1.990, 1.322, -2.898], [-3.434, 1.911, -4.823], [-3.800, 4.288, -5.416], [-2.699, 6.076, -4.102], [-1.246, 5.487, -2.183], [-0.901, 3.110, -1.574]]}

---

# 3
{"formula": "C28H66O4Si2", "method": "wB97M-V/def2-TZVPD", "homo_ev": -9.661, "lumo_ev": 0.9, "energy_ev": -54053.5402, "max_force_ev_per_a": 0.23, "total_charge": 0, "symbols": ["C", "C", "C", "C", "C", "C", "C", "C", "C", "C", "C", "C", "C", "C", "Si", "O", "Si", "C", "C", "C", "C", "O", "C", "C", "H", "H", "H", "H", "H", "H", "H", "H", "H", "H", "H", "H", "H", "H", "H", "H", "H", "H", "H", "H", "H", "H", "H", "H", "H", "H", "H", "H", "H", "H", "H", "H", "H", "H", "H", "H", "H", "H", "H", "H", "H", "H", "H", "H", "H", "H", "C", "C", "O", "C", "C", "H", "H", "H", "H", "H", "H", "H", "H", "H", "H", "C", "C", "O", "C", "C", "H", "H", "H", "H", "H", "H", "H", "H", "H", "H"], "xyz": [[-3.156, 5.666, 3.261], [-2.588, 5.878, 1.860], [-1.233, 6.584, 1.855], [-0.536, 6.542, 0.493], [0.135, 5.202, 0.189], [1.387, 4.933, 1.030], [2.366, 3.981, 0.347], [3.516, 3.559, 1.257], [4.375, 2.403, 0.739], [4.871, 2.550, -0.706], [3.923, 2.124, -1.842], [3.126, 0.846, -1.594], [4.007, -0.399, -1.460], [3.238, -1.717, -1.689], [2.868, -2.572, -0.074], [1.667, -3.694, -0.204], [0.041, -3.439, -0.300], [-0.750, -4.665, -1.455], [-0.496, -4.395, -2.946], [0.922, -4.763, -3.392], [-0.717, -3.523, 1.438], [0.280, -3.901, 2.367], [-0.212, -4.066, 3.686], [0.956, -4.013, 4.648], [-2.382, 5.307, 3.944], [-3.977, 4.949, 3.268], [-3.541, 6.603, 3.673], [-3.291, 6.479, 1.275], [-2.507, 4.920, 1.340], [-0.589, 6.131, 2.617], [-1.373, 7.625, 2.164], [0.225, 7.328, 0.447], [-1.267, 6.776, -0.288], [-0.584, 4.393, 0.351], [0.397, 5.159, -0.873], [1.114, 4.508, 2.001], [1.893, 5.881, 1.248], [1.822, 3.097, -0.006], [2.759, 4.474, -0.548], [3.097, 3.280, 2.230], [4.161, 4.425, 1.444], [3.835, 1.461, 0.865], [5.255, 2.321, 1.382], [5.149, 3.598, -0.866], [5.802, 1.984, -0.807], [3.236, 2.934, -2.093], [4.535, 1.962, -2.736], [2.411, 0.705, -2.410], [2.523, 0.957, -0.687], [4.454, -0.394, -0.457], [4.853, -0.321, -2.150], [3.807, -2.400, -2.326], [2.297, -1.521, -2.212], [2.471, -1.534, 0.915], [4.076, -3.269, 0.420], [-0.181, -2.066, -0.844], [-1.825, -4.661, -1.241], [-0.393, -5.667, -1.191], [-0.673, -3.335, -3.155], [-1.224, -4.944, -3.548], [1.636, -3.969, -3.171], [1.273, -5.659, -2.876], [0.962, -4.962, -4.464], [-1.152, -2.551, 1.715], [-1.551, -4.243, 1.437], [-0.738, -5.026, 3.765], [-0.942, -3.276, 3.902], [1.800, -4.557, 4.222], [1.276, -2.989, 4.838], [0.697, -4.478, 5.601], [2.206, -6.696, -9.075], [2.393, -6.542, -7.576], [1.181, -6.531, -6.841], [0.383, -7.698, -6.940], [1.069, -8.961, -6.450], [1.538, -5.925, -9.460], [3.172, -6.597, -9.574], [1.798, -7.672, -9.341], [2.855, -5.580, -7.355], [3.067, -7.318, -7.197], [0.025, -7.835, -7.967], [-0.489, -7.485, -6.322], [1.915, -9.241, -7.079], [0.360, -9.790, -6.465], [1.427, -8.831, -5.428], [-8.295, 3.566, 5.933], [-6.903, 3.417, 5.342], [-6.396, 4.600, 4.748], [-6.256, 5.715, 5.612], [-5.305, 5.483, 6.773], [-8.992, 3.942, 5.183], [-8.650, 2.594, 6.278], [-8.309, 4.243, 6.787], [-6.920, 2.690, 4.530], [-6.210, 3.037, 6.101], [-7.234, 6.046, 5.979], [-5.867, 6.508, 4.972], [-5.679, 4.731, 7.470], [-5.177, 6.412, 7.331], [-4.329, 5.162, 6.408]]}

---

# 4
{"formula": "C3H8N2", "method": "wB97M-V/def2-TZVPD", "homo_ev": -8.462, "lumo_ev": 1.0, "smiles": "CC(C)=NN", "energy_ev": -6219.1103, "max_force_ev_per_a": 2.98, "total_charge": 0, "relative_energy_ev": 2.736, "symbols": ["C", "C", "C", "H", "H", "H", "H", "H", "H", "H", "H", "N", "N"], "xyz": [[-1.487, -0.934, 0.000], [-0.200, -0.181, -0.109], [-0.207, 1.319, -0.090], [-1.385, -2.012, -0.437], [-1.825, -0.900, 1.171], [-2.341, -0.418, -0.613], [0.766, 1.680, -0.624], [-0.093, 1.607, 0.968], [-1.154, 1.720, -0.652], [2.875, -0.970, 0.146], [2.164, 0.428, 0.523], [0.806, -0.956, -0.189], [2.083, -0.384, -0.093]]}

---

# 5
{"formula": "C10H20Br10", "method": "wB97M-V/def2-TZVPD", "homo_ev": -8.161, "lumo_ev": -0.1, "energy_ev": -711107.4581, "max_force_ev_per_a": 6.20, "total_charge": 0, "relative_energy_ev": 12.848, "symbols": ["Br", "C", "C", "Br", "H", "H", "H", "H", "Br", "C", "C", "Br", "H", "H", "H", "H", "Br", "C", "C", "Br", "H", "H", "H", "H", "Br", "C", "C", "Br", "H", "H", "H", "H", "Br", "C", "C", "Br", "H", "H", "H", "H"], "xyz": [[2.305, -3.748, 3.586], [2.596, -2.341, 2.123], [2.122, -2.899, 0.784], [2.419, -1.608, -0.688], [3.606, -1.943, 2.032], [2.037, -1.485, 2.503], [1.071, -3.138, 0.942], [2.691, -3.788, 0.513], [1.621, 0.933, -0.599], [0.558, -0.182, 0.619], [-0.847, -0.320, 0.081], [-1.988, -1.134, 1.569], [0.531, 0.266, 1.612], [1.051, -1.150, 0.701], [-1.052, -0.951, -0.784], [-1.463, 0.517, -0.249], [-1.072, 0.407, 3.501], [-2.731, 1.337, 2.842], [-2.355, 1.764, 1.396], [-1.928, 3.671, 1.379], [-2.845, 2.284, 3.370], [-3.695, 1.020, 3.240], [-3.126, 1.514, 0.667], [-1.356, 1.423, 1.121], [-0.843, -1.416, -5.397], [-0.035, -2.172, -3.700], [-1.023, -2.070, -2.577], [-0.222, -2.767, -0.910], [0.825, -1.534, -3.497], [0.300, -3.206, -3.786], [-1.895, -2.613, -2.942], [-1.420, -1.059, -2.493], [-1.477, 3.342, -1.232], [0.442, 3.201, -1.571], [1.332, 3.226, -0.363], [1.051, 4.864, 0.802], [0.667, 4.076, -2.180], [0.700, 2.286, -2.104], [2.398, 3.055, -0.518], [1.049, 2.340, 0.204]]}

---

# 6
{"formula": "C35H59N9OPRuSSi2", "method": "wB97M-V/def2-TZVPD", "homo_ev": [-2.013, -4.001], "lumo_ev": [2.3, 2.3], "s2": 6.050, "energy_ev": -91175.3222, "max_force_ev_per_a": 1.06, "total_charge": -1, "relative_energy_ev": 3.635, "multiplicity": 5, "symbols": ["Ru", "N", "C", "S", "N", "N", "C", "C", "C", "C", "C", "C", "C", "O", "H", "H", "H", "H", "H", "H", "H", "C", "Si", "C", "C", "N", "C", "C", "C", "C", "C", "C", "N", "Si", "C", "C", "C", "H", "H", "H", "H", "H", "H", "H", "H", "H", "H", "H", "H", "H", "H", "H", "H", "H", "H", "H", "H", "H", "H", "N", "P", "N", "C", "C", "C", "C", "C", "N", "C", "C", "C", "C", "C", "N", "C", "C", "C", "C", "C", "H", "H", "H", "H", "H", "H", "H", "H", "H", "H", "H", "H", "H", "H", "H", "H", "H", "H", "H", "H", "H", "H", "H", "H", "H", "H", "H", "H", "H", "H"], "xyz": [[-0.788, 0.791, 2.505], [-1.708, 1.107, 6.849], [-1.585, 0.819, 5.485], [-1.093, 2.157, 4.464], [-1.825, -0.374, 5.103], [-1.660, -0.621, 3.737], [-1.945, -1.902, 3.472], [-1.802, -2.648, 2.297], [-2.013, -4.057, 2.433], [-1.764, -4.964, 1.436], [-1.277, -4.517, 0.206], [-1.111, -3.139, 0.016], [-1.397, -2.217, 0.988], [-1.331, -0.835, 0.791], [-1.909, 2.078, 7.031], [-2.330, 0.469, 7.324], [-2.248, -2.467, 4.348], [-2.357, -4.406, 3.399], [-1.927, -6.021, 1.614], [-1.036, -5.204, -0.594], [-0.768, -2.817, -0.951], [1.342, -1.991, 3.461], [2.242, -0.357, 3.545], [3.982, -0.733, 2.901], [2.419, 0.141, 5.344], [1.399, 0.825, 2.620], [1.815, 2.113, 2.403], [3.085, 2.622, 2.748], [3.449, 3.927, 2.470], [2.552, 4.788, 1.839], [1.290, 4.328, 1.511], [0.895, 3.011, 1.789], [-0.350, 2.498, 1.502], [-1.749, 3.443, 1.076], [-3.195, 2.255, 0.908], [-2.223, 4.725, 2.359], [-1.534, 4.425, -0.527], [2.042, -2.814, 3.630], [0.872, -2.147, 2.486], [0.555, -2.053, 4.214], [4.407, -1.563, 3.474], [4.670, 0.111, 2.980], [3.951, -1.035, 1.854], [2.754, -0.706, 5.948], [1.455, 0.479, 5.734], [3.134, 0.957, 5.474], [3.782, 1.969, 3.254], [4.435, 4.282, 2.748], [2.834, 5.810, 1.618], [0.581, 4.997, 1.035], [-3.217, 1.541, 1.737], [-3.148, 1.675, -0.016], [-4.145, 2.797, 0.942], [-2.583, 4.246, 3.271], [-3.011, 5.373, 1.964], [-1.368, 5.350, 2.631], [-2.335, 4.215, -1.239], [-0.577, 4.200, -1.001], [-1.550, 5.497, -0.311], [-1.156, -0.196, -0.476], [-0.383, -0.603, -1.780], [1.212, -1.059, -1.700], [1.996, -0.251, -0.739], [3.447, -0.179, -1.198], [4.026, -1.580, -1.391], [3.138, -2.407, -2.317], [1.709, -2.431, -1.787], [-0.317, 0.821, -2.634], [0.801, 1.287, -3.440], [0.424, 1.441, -4.914], [-0.840, 2.281, -5.083], [-1.968, 1.736, -4.209], [-1.503, 1.661, -2.759], [-1.118, -1.717, -2.797], [-0.604, -1.976, -4.135], [-0.763, -3.463, -4.479], [-2.055, -4.024, -3.860], [-3.079, -2.906, -3.701], [-2.582, -1.870, -2.688], [1.935, -0.701, 0.258], [1.557, 0.744, -0.659], [4.024, 0.378, -0.458], [3.500, 0.375, -2.141], [4.077, -2.081, -0.419], [5.044, -1.526, -1.782], [3.515, -3.429, -2.405], [3.134, -1.964, -3.319], [1.697, -2.902, -0.795], [1.062, -3.019, -2.432], [1.632, 0.593, -3.331], [1.128, 2.264, -3.056], [0.266, 0.452, -5.352], [1.261, 1.903, -5.445], [-1.139, 2.310, -6.134], [-0.628, 3.312, -4.779], [-2.255, 0.736, -4.551], [-2.852, 2.376, -4.281], [-2.279, 1.282, -2.097], [-1.250, 2.667, -2.423], [0.443, -1.675, -4.184], [-1.141, -1.366, -4.873], [0.095, -4.029, -4.112], [-0.778, -3.574, -5.567], [-1.848, -4.446, -2.875], [-2.453, -4.828, -4.481], [-4.036, -3.296, -3.353], [-3.261, -2.439, -4.674], [-2.820, -2.198, -1.679], [-3.098, -0.915, -2.847]]}

---

# 7
{"formula": "C3H2O2S", "method": "wB97M-V/def2-TZVPD", "homo_ev": -8.822, "lumo_ev": 0.7, "smiles": "S=c1occo1", "energy_ev": -18071.6169, "max_force_ev_per_a": 3.34, "total_charge": 0, "relative_energy_ev": 1.260, "symbols": ["S", "O", "O", "C", "C", "C", "H", "H"], "xyz": [[-0.297, 2.625, 0.964], [0.089, 0.917, -0.784], [-0.231, -0.036, 1.258], [-0.219, 1.090, 0.490], [0.170, -0.471, -0.935], [0.020, -1.088, 0.308], [0.282, -0.849, -1.956], [0.187, -2.186, 0.655]]}